[1]
The following is a DFT calculation (ωB97M-V/def2-TZVPD) of a molecular structure, C48H68ClCoGeN4O3P3 at a distorted geometry.

Cartesian coordinates (Å):
1 Co 0.289 -1.028 -0.627
2 C 0.054 0.964 5.485
3 C -0.856 0.149 4.564
4 C -2.095 0.968 4.194
5 P -0.030 -0.587 3.060
6 C 0.683 0.934 2.234
7 N -0.351 1.654 1.478
8 Ge -1.160 0.732 -0.167
9 N -1.418 1.500 -1.911
10 C -0.769 0.995 -3.096
11 P 0.560 -0.198 -2.725
12 C 0.410 -1.428 -4.093
13 C 0.117 -0.867 -5.489
14 C 1.625 -2.370 -4.141
15 C 2.111 0.774 -2.952
16 C 2.347 1.314 -4.364
17 C 2.107 1.902 -1.901
18 C -2.361 2.482 -2.146
19 C -2.729 2.921 -3.425
20 C -3.744 3.857 -3.588
21 C -4.432 4.360 -2.493
22 C -4.059 3.945 -1.222
23 C -3.011 3.054 -1.058
24 N -2.471 2.606 0.237
25 C -1.593 3.567 0.885
26 C -1.750 4.935 0.856
27 C -0.923 5.745 1.631
28 C 0.076 5.179 2.432
29 C 0.288 3.821 2.424
30 C -0.524 2.982 1.621
31 C -3.535 2.093 1.128
32 C -4.309 2.895 1.945
33 C -5.375 2.349 2.650
34 C -5.644 0.994 2.517
35 C -4.822 0.175 1.747
36 C -3.728 0.710 1.062
37 N -2.786 -0.061 0.389
38 C -2.827 -1.487 0.666
39 P -1.458 -2.377 -0.176
40 C -1.045 -3.792 0.930
41 C -2.222 -4.355 1.732
42 C -0.296 -4.896 0.162
43 C -2.261 -3.041 -1.700
44 C -2.867 -1.858 -2.474
45 C -3.316 -4.130 -1.491
46 C 1.477 -1.314 3.847
47 C 1.044 -2.327 4.910
48 C 2.383 -1.982 2.814
49 H -0.525 1.302 6.350
50 H 0.431 1.863 4.981
51 H 0.908 0.398 5.865
52 H -1.201 -0.732 5.105
53 H -1.824 1.912 3.712
54 H -2.664 1.214 5.097
55 H -2.763 0.426 3.523
56 H 1.462 0.583 1.549
57 H 1.143 1.560 2.990
58 H -0.323 1.817 -3.660
59 H -1.483 0.500 -3.764
60 H -0.460 -2.011 -3.776
61 H 1.028 -0.528 -5.984
62 H -0.597 -0.038 -5.489
63 H -0.308 -1.665 -6.103
64 H 2.535 -1.817 -4.419
65 H 1.464 -3.141 -4.904
66 H 1.798 -2.866 -3.189
67 H 2.917 0.083 -2.706
68 H 1.463 1.791 -4.792
69 H 2.672 0.529 -5.048
70 H 3.137 2.070 -4.328
71 H 1.271 2.593 -2.061
72 H 3.036 2.475 -1.974
73 H 2.041 1.499 -0.887
74 H -2.231 2.521 -4.301
75 H -4.010 4.183 -4.589
76 H -5.248 5.064 -2.620
77 H -4.604 4.312 -0.359
78 H -2.514 5.383 0.238
79 H -1.067 6.821 1.622
80 H 0.701 5.814 3.050
81 H 1.093 3.404 3.016
82 H -4.080 3.952 2.047
83 H -5.993 2.979 3.282
84 H -6.491 0.558 3.038
85 H -5.028 -0.888 1.695
86 H -3.768 -1.928 0.326
87 H -2.739 -1.683 1.738
88 H -0.348 -3.342 1.636
89 H -3.018 -4.742 1.092
90 H -2.654 -3.615 2.411
91 H -1.859 -5.187 2.345
92 H -0.967 -5.457 -0.494
93 H 0.133 -5.604 0.878
94 H 0.516 -4.494 -0.441
95 H -1.433 -3.458 -2.279
96 H -3.819 -1.549 -2.032
97 H -3.059 -2.147 -3.512
98 H -2.216 -0.981 -2.474
99 H -4.101 -3.808 -0.799
100 H -2.893 -5.064 -1.121
101 H -3.797 -4.345 -2.450
102 H 2.039 -0.508 4.319
103 H 0.361 -3.077 4.483
104 H 0.547 -1.866 5.765
105 H 1.923 -2.861 5.285
106 H 1.850 -2.777 2.270
107 H 3.243 -2.443 3.309
108 H 2.764 -1.274 2.080
109 C 6.745 -1.910 -1.679
110 C 6.368 -0.680 -0.881
111 C 7.004 0.535 -1.135
112 C 6.738 1.655 -0.370
113 Cl 7.539 3.155 -0.733
114 C 5.855 1.587 0.696
115 C 5.209 0.388 0.949
116 C 5.439 -0.719 0.153
117 O 4.788 -1.893 0.484
118 C 3.938 -2.404 -0.512
119 C 2.567 -1.787 -0.471
120 O 2.382 -0.592 -0.132
121 O 1.571 -2.491 -0.871
122 H 7.774 -1.826 -2.029
123 H 6.114 -2.036 -2.565
124 H 6.665 -2.814 -1.073
125 H 7.737 0.599 -1.934
126 H 5.679 2.458 1.315
127 H 4.520 0.296 1.782
128 H 3.840 -3.473 -0.386
129 H 4.328 -2.214 -1.516

Results
Total charge = +1
LUMO energy (spin up / spin down) = -0.15351 / -0.15301 hartree
E_tot = -7258.41871 a.u.
Frontier orbital gap (spin up / spin down) = 5.13 / 5.14 eV

=====

[2]
The following is a DFT calculation (ωB97M-V/def2-TZVPD) of 3 unconnected molecules or ions with the total composition C39H82BrN8O9P2 at a distorted geometry.

Cartesian coordinates (Å):
1 C -2.345 -1.593 -0.206
2 C -1.163 -0.921 -0.280
3 C -0.973 0.286 -1.221
4 C -0.391 1.522 -0.440
5 C 0.779 2.293 -1.075
6 C 1.398 3.341 -0.119
7 C 1.449 2.973 1.418
8 C 0.203 3.518 2.189
9 Br 0.568 5.186 3.139
10 N 1.709 1.428 -1.912
11 C 2.883 2.217 -2.423
12 C 2.611 3.594 -3.042
13 O 3.381 4.634 -2.394
14 C 2.867 5.870 -2.777
15 O 2.526 6.632 -1.975
16 C 2.716 6.261 -4.253
17 C 1.187 6.300 -4.636
18 C 2.302 0.477 -0.907
19 C 3.562 -0.370 -1.234
20 C 3.228 -1.845 -1.567
21 N 2.262 -2.565 -0.828
22 O 3.834 -2.376 -2.434
23 C 0.923 0.748 -3.007
24 C 0.171 1.660 -4.021
25 C -1.239 2.244 -3.705
26 C -2.429 1.529 -4.428
27 C -3.729 2.049 -3.723
28 C -3.865 3.583 -3.756
29 O -3.362 4.094 -2.479
30 C -3.243 5.435 -2.480
31 C -2.476 6.055 -1.299
32 O -3.651 6.145 -3.329
33 C 1.842 -0.097 -3.991
34 C 1.211 -1.425 -4.448
35 O 1.245 -2.437 -3.869
36 O 0.522 -1.392 -5.663
37 C -0.149 -0.247 -2.441
38 H -2.433 -2.629 -0.560
39 H -3.244 -1.077 0.164
40 H -0.272 -1.220 0.302
41 H -1.993 0.546 -1.548
42 H -1.209 2.249 -0.300
43 H -0.185 1.138 0.572
44 H 0.283 2.964 -1.798
45 H 2.403 3.716 -0.348
46 H 0.769 4.250 -0.115
47 H 1.494 1.889 1.597
48 H 2.331 3.454 1.866
49 H -0.649 3.613 1.501
50 H -0.098 2.743 2.909
51 H 3.513 2.391 -1.535
52 H 3.548 1.667 -3.093
53 H 2.962 3.579 -4.092
54 H 1.565 3.925 -3.088
55 H 3.219 7.202 -4.497
56 H 3.160 5.503 -4.925
57 H 0.863 7.346 -4.566
58 H 0.592 5.660 -3.967
59 H 1.018 5.944 -5.662
60 H 1.581 -0.241 -0.484
61 H 2.622 1.023 -0.005
62 H 4.214 -0.060 -2.057
63 H 4.227 -0.464 -0.355
64 H 2.634 -2.931 0.048
65 H 1.908 -3.323 -1.408
66 H -0.036 1.023 -4.900
67 H 0.785 2.462 -4.475
68 H -1.482 2.412 -2.649
69 H -1.260 3.259 -4.149
70 H -2.453 1.818 -5.491
71 H -2.430 0.440 -4.280
72 H -4.622 1.568 -4.151
73 H -3.650 1.753 -2.662
74 H -4.891 3.952 -3.861
75 H -3.205 4.013 -4.526
76 H -3.135 6.236 -0.438
77 H -2.050 7.003 -1.644
78 H -1.665 5.375 -0.988
79 H 2.864 -0.301 -3.650
80 H 2.003 0.464 -4.931
81 H 1.171 -1.050 -6.303
82 H 0.410 -1.106 -2.034
83 H -0.876 -0.546 -3.202
84 O -5.168 -2.531 2.630
85 P -6.348 -3.483 2.558
86 N -6.515 -3.430 0.832
87 C -7.739 -3.497 0.057
88 C -5.384 -3.997 0.098
89 N -7.480 -2.409 3.299
90 C -8.783 -2.072 2.754
91 C -6.942 -1.238 3.983
92 N -7.521 -4.786 2.720
93 C -7.846 -5.075 4.146
94 C -7.058 -6.087 2.178
95 H -8.240 -4.474 0.091
96 H -7.535 -3.283 -0.995
97 H -8.458 -2.739 0.354
98 H -5.311 -5.086 0.210
99 H -4.446 -3.568 0.456
100 H -5.441 -3.773 -0.969
101 H -8.707 -1.329 1.951
102 H -9.419 -1.643 3.535
103 H -9.323 -2.947 2.395
104 H -6.640 -0.459 3.271
105 H -6.085 -1.498 4.600
106 H -7.688 -0.810 4.658
107 H -6.956 -5.370 4.710
108 H -8.580 -5.880 4.209
109 H -8.290 -4.221 4.648
110 H -6.074 -6.364 2.566
111 H -7.006 -6.080 1.090
112 H -7.763 -6.879 2.428
113 O 4.160 -2.782 3.076
114 P 5.414 -2.172 3.681
115 N 6.510 -2.806 2.496
116 C 7.880 -3.243 2.696
117 C 6.303 -2.287 1.149
118 N 5.427 -3.159 5.093
119 C 6.573 -3.915 5.567
120 C 4.212 -3.912 5.395
121 N 6.654 -1.155 4.412
122 C 6.177 -0.499 5.662
123 C 7.099 -0.032 3.553
124 H 8.581 -2.432 2.932
125 H 8.258 -3.736 1.798
126 H 7.962 -3.996 3.474
127 H 6.575 -1.224 1.067
128 H 5.250 -2.379 0.867
129 H 6.874 -2.838 0.402
130 H 6.709 -4.843 5.000
131 H 6.434 -4.192 6.616
132 H 7.493 -3.333 5.547
133 H 4.117 -4.797 4.754
134 H 3.324 -3.297 5.274
135 H 4.215 -4.246 6.436
136 H 5.307 0.137 5.476
137 H 6.971 0.113 6.093
138 H 5.904 -1.220 6.428
139 H 6.254 0.553 3.176
140 H 7.684 -0.375 2.702
141 H 7.759 0.636 4.107

Results
Total charge = +1
LUMO energy = -0.08316 hartree
E_tot = -5906.65958 a.u.
Frontier orbital gap = 7.47 eV

=====

[3]
The following is a DFT calculation (ωB97M-V/def2-TZVPD) of 2 unconnected molecules or ions with the total composition BrH4NSi at a distorted geometry.

Cartesian coordinates (Å):
1 N -0.410 -0.291 0.238
2 Si 1.045 0.303 -0.053
3 Br -4.188 -0.326 0.064
4 H -3.876 -0.005 -1.221
5 H -0.650 -0.608 1.117
6 H 2.022 1.346 0.393
7 H 1.312 0.199 -1.403

Results
Total charge = 0
LUMO energy = -0.01339 hartree
E_tot = -2920.57643 a.u.
SMILES string = N=[SiH2].Br
Frontier orbital gap = 9.33 eV

=====

[4]
The following is a DFT calculation (ωB97M-V/def2-TZVPD) of a single C7H14N2 molecule at a distorted geometry.

Cartesian coordinates (Å):
1 C 1.448 -0.044 -2.256
2 C 1.234 -0.018 1.556
3 C -0.951 -1.314 1.453
4 C -0.789 0.995 0.412
5 C 0.142 -0.017 -1.504
6 C -0.180 -0.093 1.046
7 N -1.326 2.057 1.124
8 N -0.717 -1.066 -1.830
9 C -0.285 1.169 -0.897
10 H -2.077 2.546 0.653
11 H -1.532 1.850 2.092
12 H -0.266 -1.977 -1.827
13 H -1.559 -1.080 -1.269
14 H 0.103 2.138 -1.207
15 H 2.106 -0.798 -1.807
16 H 1.302 -0.288 -3.311
17 H 1.965 0.916 -2.194
18 H 1.250 0.038 2.652
19 H 1.797 -0.920 1.283
20 H -0.893 -1.494 2.534
21 H -2.006 -1.244 1.173
22 H -0.525 -2.204 0.974
23 H 1.762 0.846 1.148

Results
Total charge = 0
LUMO energy (spin up / spin down) = 0.03067 / 0.03087 hartree
E_tot = -384.50458 a.u.
SMILES string = CC(C)=C(N)/C=C(/C)N
Frontier orbital gap (spin up / spin down) = 6.48 / 7.37 eV